No. 1
{
  "formula": "C34H25F6N2OP2S5Tc",
  "method": "wB97M-V/def2-TZVPD",
  "species": ["Tc", "O", "C", "C", "C", "C", "C", "C", "C", "P", "C", "C", "C", "C", "C", "C", "C", "C", "C", "C", "C", "C", "H", "H", "H", "H", "H", "H", "H", "H", "H", "H", "H", "H", "H", "H", "S", "C", "S", "C", "C", "S", "S", "S", "C", "N", "C", "C", "C", "C", "C", "N", "C", "C", "C", "C", "C", "C", "H", "H", "H", "H", "H", "H", "H", "H", "H", "H", "H", "F", "P", "F", "F", "F", "F", "F"],
  "xyz": [[-0.538, -0.031, 0.155], [1.684, -0.505, 0.648], [1.115, 0.320, 1.298], [1.332, 1.061, 2.512], [2.447, 0.931, 3.339], [2.459, 1.626, 4.535], [1.394, 2.437, 4.904], [0.275, 2.558, 4.092], [0.248, 1.868, 2.892], [-1.131, 1.758, 1.709], [-1.436, 3.471, 1.191], [-2.481, 3.684, 0.294], [-2.809, 4.965, -0.101], [-2.124, 6.047, 0.430], [-1.095, 5.842, 1.332], [-0.734, 4.557, 1.698], [-2.536, 1.390, 2.790], [-3.684, 2.170, 2.852], [-4.742, 1.751, 3.638], [-4.663, 0.562, 4.343], [-3.509, -0.206, 4.296], [-2.446, 0.206, 3.520], [3.260, 0.282, 3.049], [3.306, 1.528, 5.195], [1.431, 2.981, 5.834], [-0.563, 3.172, 4.390], [-3.030, 2.832, -0.079], [-3.619, 5.117, -0.799], [-2.394, 7.050, 0.135], [-0.574, 6.686, 1.764], [0.100, 4.397, 2.363], [-3.747, 3.100, 2.304], [-5.637, 2.352, 3.685], [-5.498, 0.238, 4.942], [-3.443, -1.137, 4.833], [-1.548, -0.390, 3.475], [1.628, -3.246, -6.671], [1.521, -2.637, -5.154], [0.228, -2.991, -4.052], [0.726, -1.925, -2.739], [1.935, -1.268, -2.930], [2.776, -0.273, -1.874], [2.701, -1.543, -4.500], [-0.369, -1.949, -1.446], [0.275, 1.982, -2.248], [-0.771, 1.312, -1.499], [-1.985, 1.364, -1.976], [-2.992, 0.683, -1.278], [-4.375, 0.491, -1.403], [-4.748, -0.355, -0.372], [-3.592, -0.649, 0.357], [-2.548, -0.021, -0.178], [0.423, 3.456, -1.943], [-0.050, 4.415, -2.828], [0.194, 5.759, -2.604], [0.923, 6.154, -1.497], [1.359, 5.208, -0.584], [1.105, 3.866, -0.805], [0.102, 1.849, -3.323], [1.219, 1.492, -1.996], [-2.200, 1.909, -2.888], [-5.008, 0.917, -2.154], [-5.731, -0.723, -0.160], [-3.488, -1.293, 1.209], [-0.588, 4.113, -3.714], [-0.165, 6.494, -3.310], [1.158, 7.197, -1.351], [1.914, 5.514, 0.289], [1.450, 3.118, -0.104], [-0.703, -1.688, 1.659], [-0.662, -3.253, 2.446], [-0.206, -2.434, 3.770], [-2.205, -2.971, 2.836], [0.879, -3.346, 1.994], [-1.129, -3.879, 1.046], [-0.634, -4.651, 3.189]],
  "lowdin_spin": [1.03, 0.01, -0.03, -0.01, 0.00, 0.00, 0.00, 0.00, 0.00, -0.01, 0.00, 0.00, 0.00, 0.00, 0.00, 0.00, 0.00, 0.00, 0.00, 0.00, 0.00, 0.00, 0.00, 0.00, 0.00, 0.00, 0.00, 0.00, 0.00, 0.00, 0.00, 0.00, 0.00, 0.00, 0.00, 0.00, 0.09, 0.00, 0.02, 0.19, 0.10, 0.36, -0.02, 0.16, 0.02, 0.00, 0.00, 0.01, 0.01, 0.00, 0.01, 0.01, 0.00, 0.00, 0.00, 0.00, 0.00, 0.00, 0.00, 0.01, 0.00, 0.00, 0.00, 0.00, 0.00, 0.00, 0.00, 0.00, 0.00, 0.02, 0.00, 0.00, 0.00, 0.00, 0.00, 0.00],
  "s_squared": 2.037,
  "e_homo_ev": [-7.3, -8.1],
  "lumo_ev": [-1.4, -2.0],
  "relative_energy_kj_mol": 98.7,
  "orbital_gap_ha": [0.2150, 0.2231],
  "spin_multiplicity": 3,
  "mol_weight_g_mol": 911.86
}

***

No. 2
{
  "formula": "C4H6N2S2",
  "method": "wB97M-V/def2-TZVPD",
  "species": ["S", "C", "C", "N", "C", "N", "S", "C", "H", "H", "H", "H", "H", "H"],
  "xyz": [[1.746, -0.775, -1.238], [1.218, -0.578, 0.473], [0.134, 0.409, 0.840], [-0.569, 1.166, -0.166], [-1.515, 0.696, -1.021], [-1.931, -0.523, -1.148], [-1.302, -1.780, -0.309], [-0.164, -1.088, 0.894], [2.651, 0.203, -1.208], [2.047, -0.588, 1.176], [0.255, 0.961, 1.777], [-0.440, 2.171, -0.168], [-1.957, 1.400, -1.696], [-0.174, -1.674, 1.794]],
  "nbo_charge": [0.00, -0.38, -0.06, -0.61, 0.26, -0.67, 0.48, -0.43, 0.12, 0.23, 0.22, 0.41, 0.19, 0.25],
  "smiles": "S[C@H]1[C@H]2NC=NS[C@@H]12",
  "e_homo_ev": -7.7,
  "lumo_ev": 0.5,
  "relative_energy_kj_mol": 177.6,
  "orbital_gap_ha": 0.3015,
  "spin_multiplicity": 1,
  "mol_weight_g_mol": 146.24
}

***

No. 3
{
  "formula": "C43H47N6O4PS3SbSn",
  "method": "wB97M-V/def2-TZVPD",
  "species": ["Sn", "C", "O", "C", "C", "C", "C", "C", "C", "C", "N", "C", "C", "N", "C", "C", "C", "C", "N", "C", "C", "N", "C", "C", "C", "C", "H", "H", "H", "H", "H", "H", "H", "H", "H", "H", "H", "H", "H", "H", "C", "C", "C", "C", "C", "C", "C", "C", "N", "C", "C", "C", "C", "N", "C", "C", "C", "C", "C", "C", "C", "C", "H", "H", "H", "H", "H", "H", "H", "H", "H", "H", "H", "H", "H", "H", "H", "H", "H", "H", "H", "H", "H", "H", "H", "H", "S", "Sb", "S", "S", "C", "O", "P", "O", "C", "O", "C", "H", "H", "H", "H", "H", "H", "H", "H", "H"],
  "xyz": [[-2.065, -0.242, 1.549], [9.420, 5.211, -4.287], [9.141, 5.194, -2.888], [7.993, 4.635, -2.482], [7.761, 4.640, -1.104], [6.608, 4.090, -0.596], [5.650, 3.516, -1.441], [5.893, 3.518, -2.809], [7.049, 4.068, -3.335], [4.412, 2.924, -0.937], [3.433, 2.457, -1.678], [2.481, 1.989, -0.804], [2.895, 2.174, 0.496], [4.130, 2.775, 0.400], [2.061, 1.847, 1.579], [2.326, 2.121, 2.934], [1.384, 1.839, 3.889], [0.179, 1.263, 3.475], [-0.068, 0.963, 2.219], [0.830, 1.231, 1.246], [0.427, 0.922, -0.109], [-0.820, 0.236, -0.211], [-1.247, 0.148, -1.526], [-0.258, 0.051, -3.763], [1.013, 1.420, -2.655], [1.229, 1.396, -1.155], [10.380, 5.703, -4.395], [8.661, 5.776, -4.831], [9.483, 4.198, -4.687], [8.506, 5.088, -0.457], [6.463, 4.126, 0.479], [5.154, 3.076, -3.466], [7.209, 4.050, -4.405], [4.727, 3.055, 1.157], [3.268, 2.578, 3.215], [1.553, 2.057, 4.934], [-0.605, 1.027, 4.193], [-2.651, -0.482, -2.879], [-0.629, -0.258, -4.741], [1.623, 2.233, -3.034], [-3.828, -3.437, 2.450], [-4.903, -2.427, 2.145], [-6.102, -2.462, 2.850], [-7.100, -1.530, 2.606], [-6.889, -0.530, 1.668], [-5.714, -0.485, 0.926], [-5.527, 0.569, -0.134], [-4.725, -1.460, 1.144], [-3.565, -1.450, 0.304], [-3.546, -2.317, -0.754], [-4.519, -3.481, -0.807], [-2.717, -2.215, -1.820], [-2.714, -3.135, -3.015], [-2.070, -0.950, -2.183], [-0.653, -0.788, -2.568], [0.471, -1.726, -2.231], [0.357, -2.969, -1.406], [1.569, -1.163, -2.728], [1.257, 0.096, -3.485], [-0.479, 1.507, -3.264], [-1.450, 1.467, -2.186], [-2.072, 2.637, -1.542], [-4.237, -4.284, 3.001], [-3.046, -2.983, 3.070], [-3.356, -3.814, 1.543], [-6.263, -3.251, 3.579], [-8.049, -1.597, 3.126], [-7.664, 0.206, 1.480], [-6.284, 1.347, -0.042], [-5.602, 0.140, -1.137], [-4.541, 1.031, -0.059], [-5.282, -3.392, -0.042], [-4.004, -4.434, -0.663], [-5.016, -3.523, -1.776], [-3.491, -2.882, -3.750], [-2.874, -4.169, -2.717], [-1.752, -3.099, -3.535], [0.215, -2.701, -0.358], [1.261, -3.572, -1.499], [-0.503, -3.571, -1.696], [2.577, -1.548, -2.608], [1.908, 0.272, -4.338], [-0.584, 2.301, -4.001], [-1.339, 3.444, -1.415], [-2.498, 2.390, -0.570], [-2.864, 3.042, -2.184], [-5.603, 2.165, 4.866], [-5.526, 0.091, 6.076], [-3.761, 1.761, 4.043], [-3.382, -0.042, 4.955], [-0.525, -4.733, 1.804], [0.367, -3.740, 2.342], [0.033, -2.173, 2.324], [1.522, -1.584, 2.396], [2.547, -1.921, 1.441], [-0.476, -1.831, 3.807], [0.309, -2.136, 4.987], [0.085, -5.533, 1.397], [-1.149, -4.314, 1.011], [-1.160, -5.127, 2.594], [2.375, -1.389, 0.500], [2.579, -2.995, 1.267], [3.491, -1.598, 1.870], [-0.349, -2.015, 5.842], [1.149, -1.447, 5.062], [0.680, -3.159, 4.948]],
  "lowdin_spin": [0.00, 0.00, 0.00, 0.00, 0.00, 0.00, 0.00, 0.00, 0.00, 0.00, 0.00, 0.00, 0.00, 0.00, 0.00, 0.00, 0.00, 0.00, 0.00, 0.00, 0.00, 0.03, 0.06, 0.02, 0.07, 0.00, 0.00, 0.00, 0.00, 0.00, 0.00, 0.00, 0.00, 0.00, 0.00, 0.00, 0.00, 0.01, 0.00, 0.00, 0.00, 0.00, 0.00, 0.00, 0.00, 0.00, 0.00, 0.00, 0.00, 0.00, 0.00, 0.01, 0.00, 0.04, 0.01, 0.00, 0.00, 0.00, 0.00, 0.07, 0.52, 0.08, 0.00, 0.00, 0.00, 0.00, 0.00, 0.00, 0.00, 0.00, 0.00, 0.00, 0.00, 0.00, 0.00, 0.00, 0.00, 0.00, 0.00, 0.00, 0.00, 0.00, 0.00, 0.02, 0.00, 0.02, 0.00, 0.00, 0.00, 0.00, 0.00, 0.00, 0.00, 0.00, 0.00, 0.00, 0.00, 0.00, 0.00, 0.00, 0.00, 0.00, 0.00, 0.00, 0.00, 0.00],
  "s_squared": 0.755,
  "e_homo_ev": [-11.1, -11.1],
  "lumo_ev": [-7.9, -7.9],
  "relative_energy_kj_mol": 615.7,
  "orbital_gap_ha": [0.1179, 0.1188],
  "spin_multiplicity": 2,
  "mol_weight_g_mol": 1079.53,
  "total_charge": 2
}

***

No. 4
{
  "formula": "C36H33BCl2N12O7SW",
  "method": "wB97M-V/def2-TZVPD",
  "species": ["W", "C", "C", "C", "C", "C", "C", "C", "S", "O", "O", "N", "C", "C", "O", "O", "H", "H", "H", "H", "H", "H", "H", "H", "H", "N", "C", "N", "N", "N", "N", "C", "N", "N", "N", "N", "H", "Cl", "C", "C", "C", "Cl", "C", "C", "C", "C", "N", "C", "C", "O", "H", "H", "H", "H", "C", "C", "C", "C", "C", "C", "C", "C", "O", "B", "O", "C", "C", "H", "H", "H", "H", "H", "H", "H", "H", "H", "H", "H", "H", "C", "C", "C", "C", "N", "C", "C", "H", "H", "H", "H", "H", "H", "H"],
  "xyz": [[0.079, 0.675, -0.944], [-6.779, -3.585, 1.086], [-5.428, -2.945, 1.250], [-4.407, -3.173, 0.330], [-3.162, -2.591, 0.492], [-2.923, -1.762, 1.576], [-3.921, -1.531, 2.512], [-5.164, -2.121, 2.342], [-1.314, -1.036, 1.811], [-0.333, -2.040, 1.532], [-1.371, -0.404, 3.099], [-1.252, 0.144, 0.643], [-2.231, 1.182, 1.000], [-2.398, 2.051, -0.199], [-3.334, 2.703, -0.543], [-1.244, 2.020, -0.919], [-6.848, -4.129, 0.145], [-7.572, -2.835, 1.107], [-6.974, -4.288, 1.897], [-4.586, -3.825, -0.519], [-2.366, -2.805, -0.204], [-3.714, -0.895, 3.362], [-5.942, -1.939, 3.074], [-1.866, 1.816, 1.815], [-3.198, 0.778, 1.299], [3.063, 2.143, -2.392], [2.556, 1.019, -2.963], [3.105, 0.389, -3.976], [2.292, -0.659, -4.205], [1.301, -0.667, -3.402], [1.428, 0.405, -2.559], [2.436, 2.769, -1.368], [2.877, 3.832, -0.739], [1.938, 4.092, 0.192], [0.964, 3.274, 0.131], [1.236, 2.387, -0.900], [3.967, 2.473, -2.690], [1.660, -4.019, -0.363], [0.313, -3.522, -1.284], [-0.462, -4.480, -1.980], [-1.539, -4.119, -2.732], [-2.471, -5.329, -3.548], [-1.925, -2.758, -2.847], [-3.030, -2.244, -3.548], [-3.290, -0.898, -3.502], [-2.440, -0.045, -2.789], [-1.386, -0.502, -2.141], [-1.139, -1.835, -2.145], [-0.032, -2.202, -1.355], [0.608, -1.188, -0.786], [-0.183, -5.522, -1.901], [-3.669, -2.913, -4.108], [-4.142, -0.474, -4.015], [-2.618, 1.019, -2.754], [5.190, 1.020, 6.478], [4.432, -0.212, 5.964], [3.214, -0.435, 6.861], [5.336, -1.448, 6.071], [4.036, 0.013, 4.503], [5.041, 0.170, 3.540], [4.775, 0.382, 2.192], [3.448, 0.437, 1.834], [2.881, 0.640, 0.592], [1.511, 0.587, 0.820], [1.226, 0.392, 2.143], [2.446, 0.291, 2.770], [2.700, 0.079, 4.106], [5.486, 0.873, 7.520], [4.561, 1.911, 6.422], [6.092, 1.209, 5.894], [3.546, -0.617, 7.885], [2.630, -1.300, 6.541], [2.559, 0.439, 6.877], [5.607, -1.625, 7.114], [6.259, -1.325, 5.503], [4.823, -2.335, 5.694], [6.077, 0.125, 3.852], [5.566, 0.501, 1.464], [1.877, -0.035, 4.797], [-1.427, 4.761, -7.151], [-1.137, 3.883, -5.969], [-0.165, 2.893, -6.009], [0.074, 2.120, -4.884], [-0.583, 2.269, -3.736], [-1.517, 3.224, -3.695], [-1.826, 4.037, -4.769], [-0.905, 4.413, -8.041], [-1.107, 5.785, -6.950], [-2.496, 4.789, -7.364], [0.409, 2.717, -6.911], [0.823, 1.338, -4.922], [-2.031, 3.350, -2.747], [-2.596, 4.792, -4.665]],
  "mulliken_charge": [1.99, -1.56, 1.04, -1.03, -0.09, -1.03, -0.17, -0.91, 2.00, -0.81, -0.73, 0.15, -0.29, 0.10, -0.60, -0.82, 0.35, 0.36, 0.34, 0.38, 0.52, 0.58, 0.40, 0.23, 0.56, 0.09, 0.02, -0.58, -0.88, -0.29, 0.80, 0.16, -0.59, -0.72, -0.36, 0.55, 0.29, -0.23, 0.29, -0.31, 0.72, -0.26, 0.75, -0.87, -1.58, 0.00, 0.54, -0.59, 0.07, -0.32, 0.52, 0.51, 0.50, 0.44, -1.60, 1.94, -2.06, -1.63, 0.60, -0.38, -2.46, 0.69, -0.38, 1.40, -0.43, 0.54, -1.00, 0.44, 0.38, 0.33, 0.42, 0.41, 0.38, 0.45, 0.32, 0.38, 0.41, 0.52, 0.64, -1.42, 1.06, -1.04, -0.28, 0.40, -0.13, -1.07, 0.36, 0.30, 0.36, 0.38, 0.33, 0.34, 0.46],
  "e_homo_ev": -8.5,
  "lumo_ev": -2.3,
  "relative_energy_kj_mol": 68.3,
  "orbital_gap_ha": 0.2303,
  "spin_multiplicity": 1,
  "mol_weight_g_mol": 1043.36
}

***

No. 5
{
  "formula": "C6H14Si",
  "method": "wB97M-V/def2-TZVPD",
  "species": ["C", "C", "C", "C", "C", "C", "Si", "H", "H", "H", "H", "H", "H", "H", "H", "H", "H", "H", "H", "H", "H"],
  "xyz": [[-0.291, -1.348, 0.882], [-1.061, -0.358, 0.602], [-2.200, 0.575, -1.356], [1.542, 1.639, 1.020], [2.622, -0.741, -0.505], [-2.305, -0.411, -0.259], [1.355, 0.591, -0.648], [0.707, -1.372, 1.320], [-0.795, -2.311, 0.491], [-0.878, 0.681, 0.981], [-1.788, 1.584, -0.987], [-3.261, 0.612, -1.805], [-1.671, 0.096, -2.212], [1.601, 1.027, 1.988], [2.612, 2.013, 1.024], [0.859, 2.461, 1.441], [2.533, -1.214, -1.482], [3.613, -0.435, -0.425], [2.386, -1.351, 0.302], [-2.369, -1.463, -0.661], [-3.212, -0.277, 0.291]],
  "nbo_charge": [-0.42, -0.17, -0.61, -1.23, -1.22, -0.45, 0.99, 0.22, 0.20, 0.21, 0.22, 0.21, 0.22, 0.22, 0.24, 0.24, 0.24, 0.25, 0.23, 0.20, 0.21],
  "e_homo_ev": -7.4,
  "lumo_ev": 0.5,
  "relative_energy_kj_mol": 336.9,
  "orbital_gap_ha": 0.2906,
  "spin_multiplicity": 1,
  "mol_weight_g_mol": 114.26
}

***

No. 6
{
  "formula": "C3H2BrClN2",
  "method": "wB97M-V/def2-TZVPD",
  "species": ["C", "C", "C", "N", "N", "Cl", "Br", "H", "H"],
  "xyz": [[-0.262, 1.181, 0.775], [0.243, -0.097, 0.939], [-0.359, -0.953, 0.085], [-1.057, 1.148, -0.292], [-1.001, -0.108, -0.762], [-0.079, -2.593, -0.288], [4.155, -0.285, -0.143], [0.103, 2.087, 1.161], [-1.742, -0.380, -1.474]],
  "nbo_charge": [-0.15, 0.06, -0.04, -0.23, -0.34, 0.06, -0.01, 0.22, 0.42],
  "e_homo_ev": [-9.5, -9.7],
  "lumo_ev": [-1.3, -3.6],
  "relative_energy_kj_mol": 328.5,
  "orbital_gap_ha": [0.3020, 0.2244],
  "spin_multiplicity": 1,
  "mol_weight_g_mol": 181.42
}

***

No. 7
{
  "formula": "C3H4BrI",
  "method": "wB97M-V/def2-TZVPD",
  "species": ["C", "C", "C", "Br", "I", "H", "H", "H", "H"],
  "xyz": [[-0.543, -0.485, -0.184], [0.345, 0.432, -0.416], [0.991, 1.230, 0.595], [2.954, 1.365, 0.023], [0.383, 3.272, 0.857], [-0.926, -0.865, -1.010], [-0.795, -0.784, 0.771], [0.648, 0.853, -1.312], [0.979, 0.767, 1.610]],
  "nbo_charge": [-0.33, -0.27, -0.36, -0.03, 0.15, 0.20, 0.20, 0.21, 0.23],
  "e_homo_ev": -9.5,
  "lumo_ev": 0.0,
  "relative_energy_kj_mol": 59.7,
  "orbital_gap_ha": 0.3475,
  "spin_multiplicity": 1,
  "mol_weight_g_mol": 246.87
}

***

No. 8
{
  "formula": "CH2N2O2S2",
  "method": "wB97M-V/def2-TZVPD",
  "species": ["O", "N", "O", "N", "C", "S", "S", "H", "H"],
  "xyz": [[-0.971, 0.227, 2.850], [-0.182, 0.732, 2.065], [0.999, 0.937, 2.252], [-0.688, 1.125, 0.862], [-0.309, 1.375, -0.264], [-0.403, 1.699, -1.751], [0.060, -1.878, -1.674], [1.322, -1.284, -1.848], [0.171, -2.934, -2.491]],
  "nbo_charge": [-0.33, 0.63, -0.35, -0.38, 0.21, 0.21, -0.32, 0.16, 0.15],
  "smiles": "O=[N+]([O-])N=C=S.S",
  "e_homo_ev": -9.9,
  "lumo_ev": -1.0,
  "relative_energy_kj_mol": 399.6,
  "orbital_gap_ha": 0.3265,
  "spin_multiplicity": 1,
  "mol_weight_g_mol": 138.17
}

***

No. 9
{
  "formula": "BrH4N2OP",
  "method": "wB97M-V/def2-TZVPD",
  "species": ["N", "N", "O", "P", "Br", "H", "H", "H", "H"],
  "xyz": [[0.339, 0.786, -1.525], [0.140, 0.988, 1.054], [0.405, -2.172, -0.073], [-0.346, 0.122, -0.298], [-2.420, -0.389, -0.076], [0.262, 0.433, -2.511], [-0.132, 1.083, 1.996], [0.992, 1.282, 0.618], [0.760, -2.134, 0.816]],
  "nbo_charge": [-1.24, -1.17, -0.98, 1.77, -0.11, 0.43, 0.44, 0.43, 0.43],
  "e_homo_ev": [-9.6, -9.6],
  "lumo_ev": [-0.7, -0.7],
  "relative_energy_kj_mol": 302.9,
  "orbital_gap_ha": [0.3274, 0.3275],
  "spin_multiplicity": 1,
  "mol_weight_g_mol": 158.92
}